Record 1
C22H18ClN19O7ScSe | the ωB97M-V functional and the def2-TZVPD basis

```
69
Properties=species:S:1:pos:R:3:forces:R:3
Sc 1.560051 -0.292987 0.534413 0.59 0.16 0.07
N 1.220946 1.942231 3.396419 0.09 -0.15 0.06
C 0.213123 1.066819 3.098051 -0.13 0.15 -0.15
N -0.717277 0.696286 3.959664 -0.04 -0.11 0.05
N -1.539938 -0.093930 3.233714 -0.09 0.34 0.00
N -1.143376 -0.176756 2.018150 0.06 -0.04 -0.07
N -0.008109 0.554204 1.876643 0.12 -0.36 -0.09
C 2.293602 2.177198 2.558264 -0.09 0.09 -0.05
N 3.242499 3.049681 2.834850 0.05 -0.01 -0.04
N 4.064775 2.987955 1.766677 -0.03 0.05 0.08
N 3.626532 2.144078 0.910694 -0.04 -0.06 -0.01
N 2.473328 1.589503 1.376276 -0.01 -0.11 0.14
H 1.358352 2.156005 4.369401 -0.02 0.04 -0.01
Se -6.075676 -2.406476 -1.610038 0.19 0.14 -0.01
N -5.514366 -0.965685 -0.695967 -0.12 -0.17 -0.07
C -4.328990 -0.670047 -1.143489 0.04 0.06 0.02
C -3.532595 0.444691 -0.638764 -0.02 0.01 0.02
C -3.987774 1.273929 0.383580 0.02 0.00 -0.01
C -3.175617 2.296533 0.818115 0.01 -0.01 0.00
C -1.923838 2.439380 0.224092 0.03 0.01 0.03
N -1.474044 1.660202 -0.742574 -0.03 0.00 0.01
C -2.265089 0.680379 -1.181760 0.00 -0.03 -0.05
C -1.738349 -0.177130 -2.275471 0.04 0.03 0.14
N -0.520215 0.110595 -2.733609 -0.01 -0.01 -0.10
C -0.005337 -0.666405 -3.669253 -0.10 -0.04 0.01
C -0.668766 -1.763696 -4.216020 0.02 -0.02 0.01
C -1.930531 -2.060379 -3.753027 -0.01 0.02 0.02
C -2.485309 -1.256127 -2.760026 0.01 -0.02 -0.01
C -3.806692 -1.518752 -2.198131 0.05 0.02 -0.02
N -4.574612 -2.492477 -2.591649 -0.18 -0.04 0.08
H -4.960488 1.093494 0.821316 0.00 -0.01 -0.01
H -3.480096 2.961008 1.614922 0.00 -0.01 0.00
H -1.244466 3.215519 0.564394 0.00 0.00 0.00
H 1.002801 -0.429848 -3.988544 0.01 0.04 -0.04
H -0.184824 -2.373704 -4.965821 0.01 0.00 0.01
H -2.492867 -2.906282 -4.125253 0.01 0.00 0.00
N -0.821935 -4.927338 4.787169 0.02 0.07 -0.04
C -0.644370 -3.901298 3.906603 -0.01 -0.21 -0.07
N -1.541054 -2.916205 3.921955 -0.07 -0.13 -0.03
N 0.377316 -4.021595 3.084716 -0.01 0.22 0.08
C 0.627827 -3.031485 2.267674 -0.09 -0.15 -0.10
N 0.885262 -2.192515 1.518234 0.03 0.11 0.09
H -1.383443 -4.773016 5.604613 0.00 0.00 0.03
H -0.022245 -5.527618 4.891867 0.01 -0.02 0.01
H -2.274626 -2.915283 4.606705 0.00 0.05 0.01
H -1.517471 -2.112747 3.299811 0.17 0.03 0.10
O 5.198771 -0.674939 2.356707 0.11 0.06 0.03
Cl 3.965955 -1.352627 2.198886 -0.32 0.04 -0.43
O 4.082455 -2.748691 2.436928 0.04 -0.08 0.05
O 3.506938 -1.173362 0.766287 -0.04 0.15 0.23
O 2.919079 -0.767995 3.002702 -0.01 0.02 0.07
O 0.656768 -3.481312 -1.265831 0.02 0.21 -0.18
N 1.449139 -2.644297 -1.655212 0.22 -0.22 0.32
O 2.311691 -2.839899 -2.501995 -0.27 0.09 0.07
O 1.391352 -1.438860 -1.149668 -0.21 -0.23 -0.33
N 2.489835 0.941016 -1.313865 0.03 0.16 0.13
C 1.966998 2.079115 -2.019707 -0.04 -0.08 -0.04
C 2.090297 2.159212 -3.401358 0.00 -0.02 0.04
C 1.556383 3.235032 -4.093737 -0.01 -0.01 0.01
C 0.914233 4.253027 -3.404416 0.01 0.02 -0.03
C 0.819506 4.185548 -2.021842 -0.01 -0.01 0.03
C 1.336060 3.103347 -1.328537 0.03 0.04 -0.03
H 2.706282 0.195542 -1.965023 0.04 -0.05 0.00
H 3.346448 1.233518 -0.827266 0.01 0.00 0.01
H 2.613476 1.371575 -3.932987 -0.02 0.00 -0.01
H 1.647890 3.278043 -5.172120 0.00 0.00 0.00
H 0.496616 5.096121 -3.940349 0.00 0.00 0.00
H 0.323197 4.977637 -1.474154 0.01 0.00 -0.01
H 1.248596 3.043311 -0.253047 -0.01 -0.01 0.01
```
Positions in Å, forces in eV/Å.

* charge: -1
* multiplicity: 1
* highest occupied orbital energy: -0.2141 hartree
* strongest force on any atom: 0.0119 Eh/bohr
* orbital gap: 0.264 hartree
* calculated total energy: -6038.5207 Ha
* molecular weight: 819.9 g mol⁻¹
* energy relative to the best compared isomer or geometry (same formula, charge and spin): 2.58 kcal per mole

Atomic partial charges in e from the natural (NBO) method, atoms 1 to 2: number 1, Sc, carries 1.834; number 2, N, carries -0.587

Record 2
C22H18ClN2O3Pt | the ωB97M-V functional and the def2-TZVPD basis

```
47
Properties=species:S:1:pos:R:3:forces:R:3
Pt 0.566766 -0.236698 0.144127 -0.06 -0.15 0.06
C 0.365088 -1.427147 -4.280378 -0.11 -0.06 -0.13
O 1.438331 -0.576072 -4.657178 0.12 -0.26 0.07
C 1.556834 0.637980 -4.034953 0.05 0.16 -0.08
C 2.018969 1.669939 -4.815240 -0.04 0.06 0.00
C 2.197980 2.951883 -4.284093 0.00 -0.02 0.01
C 1.864779 3.165862 -2.969482 -0.01 0.01 -0.07
C 1.415889 2.129703 -2.128834 -0.12 0.00 0.07
C 1.038968 2.564548 -0.790619 0.21 0.23 -0.34
N 0.802515 1.826982 0.222540 -0.21 -0.19 0.26
N 0.444959 2.440907 1.410473 0.08 -0.01 -0.11
C -0.107919 1.582756 2.234645 -0.09 -0.07 0.15
O -0.387687 0.355410 2.007545 0.05 0.14 0.12
C -0.441246 2.107415 3.599483 0.00 0.00 -0.03
C -1.116644 1.284870 4.493923 -0.02 -0.03 0.07
C -1.415868 1.733752 5.774135 0.02 0.03 -0.04
C -1.037683 3.009442 6.172542 0.02 -0.04 -0.04
C -0.361525 3.834257 5.281148 0.00 -0.04 -0.06
C -0.064586 3.385819 4.001421 -0.04 0.08 0.05
C 1.313117 0.793422 -2.634371 0.01 0.09 0.19
O 1.029374 -0.269001 -1.953548 0.07 0.06 -0.01
H 0.284927 -2.166339 -5.077529 -0.02 0.02 -0.03
H -0.572094 -0.867929 -4.212928 -0.01 0.02 0.01
H 0.542895 -1.914065 -3.326079 0.01 -0.01 -0.04
H 2.231709 1.454296 -5.856438 0.00 0.02 0.02
H 2.570753 3.758631 -4.901752 -0.02 -0.01 -0.01
H 1.952807 4.160877 -2.545135 -0.01 -0.02 -0.01
H 0.938816 3.640870 -0.637486 0.08 -0.02 -0.01
H -1.387989 0.289436 4.167072 0.01 0.01 0.01
H -1.942660 1.085956 6.464323 0.01 -0.01 -0.01
H -1.259008 3.357293 7.174809 -0.02 0.00 -0.02
H -0.062931 4.829944 5.586679 0.01 0.00 -0.01
H 0.460413 4.014064 3.294127 0.00 -0.01 0.03
Cl 1.299027 -2.121474 3.610587 -0.01 -0.02 -0.03
C 0.583138 -2.950764 2.254652 -0.07 0.00 0.01
C -0.429768 -3.854139 2.509379 0.02 0.02 0.01
C -1.029120 -4.552780 1.467596 0.01 0.02 0.01
C -0.588376 -4.332189 0.166353 0.02 0.02 -0.02
C 0.424433 -3.427190 -0.083504 -0.05 -0.02 -0.06
C 1.050229 -2.684968 0.946622 0.11 -0.02 -0.01
C 2.071477 -1.706655 0.632759 -0.06 0.10 -0.06
H -0.747983 -4.008381 3.532467 0.01 0.01 -0.01
H -1.825504 -5.256553 1.673684 0.01 0.01 0.00
H -1.042764 -4.868963 -0.658118 0.01 0.01 0.00
H 0.760861 -3.248675 -1.098929 0.00 -0.01 0.01
H 2.604404 -1.873767 -0.298832 0.01 -0.05 0.01
H 2.699528 -1.376836 1.448784 0.02 -0.03 0.05
```
Positions in Å, forces in eV/Å.

* charge: -1
* multiplicity: 3
* highest occupied orbital energy (alpha / beta): -0.1124 / -0.1616 hartree
* strongest force on any atom: 0.0089 Eh/bohr
* orbital gap (alpha / beta): 0.221 / 0.257 hartree
* calculated total energy: -1763.8767 Ha
* molecular weight: 588.9 g mol⁻¹
* expectation value of S²: 2.03

Atomic partial charges in e from the natural (NBO) method, atoms 1 to 2: number 1, Pt, carries 0.960; number 2, C, carries -0.239

Record 3
C22H18Co2O10 | the ωB97M-V functional and the def2-TZVPD basis

```
52
Properties=species:S:1:pos:R:3:forces:R:3
O 4.576325 3.941078 0.861507 -0.40 -1.25 0.43
C 3.792170 3.261363 1.402400 0.03 1.34 0.10
Co 2.111264 3.031912 2.132590 1.91 3.09 -3.42
C 1.796621 4.777753 2.588597 0.29 -0.04 0.26
O 1.592840 5.912087 2.700514 0.13 -1.21 -0.12
C 1.232318 3.040055 0.621293 -1.24 1.05 -2.69
O 0.697346 3.208457 -0.390262 0.76 -0.56 1.68
C 2.301353 1.816516 3.424099 0.28 -0.64 3.42
C 0.997450 1.887386 2.950387 -1.52 -2.00 1.56
C -0.280430 1.539913 3.261448 0.51 0.63 0.58
C -1.338526 1.331281 2.320739 -0.95 0.86 -0.60
C -2.704074 1.610056 2.640368 0.58 -0.22 -0.30
C -3.696622 1.404904 1.687387 0.25 -0.21 -0.15
C -3.335325 0.923689 0.412784 0.09 0.10 0.30
C -1.999593 0.650326 0.116401 -0.31 0.47 -0.27
C -0.999987 0.854745 1.047323 -0.59 0.03 0.67
Co 3.708527 1.101691 2.222147 0.55 -0.74 -0.10
C 5.470158 1.114845 2.114272 0.64 1.11 0.11
O 6.622994 1.124548 2.033558 -0.43 -0.32 -0.04
C 3.023743 0.435457 0.725502 -1.10 -1.07 -2.32
O 2.636918 -0.072624 -0.235141 0.65 0.76 1.42
C 3.752193 -0.386337 3.125990 -0.62 -0.12 1.17
O 3.796517 -1.366237 3.735442 0.11 0.59 -0.66
H 2.610728 1.887496 4.480001 -0.20 0.17 -0.38
H -0.610361 1.628258 4.303004 0.53 -1.06 0.18
H -2.938547 2.003344 3.639001 0.03 -0.19 -0.39
H -4.746329 1.606483 1.932434 0.35 -0.05 -0.12
H -4.084658 0.739772 -0.355742 0.02 0.06 0.20
H -1.689075 0.328501 -0.863989 -0.22 -0.15 0.00
H 0.037176 0.586660 0.855904 -0.36 0.00 -0.19
H -1.290549 -2.697863 -3.065087 0.11 0.07 0.08
C -1.033332 -2.027466 -2.251993 -0.01 -0.02 -0.23
C -1.449766 -2.510083 -0.968219 0.63 1.29 -0.59
O -1.333359 -2.066742 0.167319 0.08 -0.46 -0.29
O -2.111237 -3.706135 -1.180853 -0.67 -1.25 0.60
C -2.559420 -4.382865 0.000946 0.22 0.48 -0.42
C -3.227563 -5.675984 -0.415296 -0.02 -0.08 -0.15
C -0.325010 -0.855998 -2.664182 -0.42 -0.37 1.28
O 0.008473 0.144716 -2.033665 0.20 -0.29 -0.54
O -0.027123 -0.960593 -4.015414 0.52 0.56 -1.32
C 0.669742 0.154999 -4.611797 -0.35 -0.43 0.79
C 0.895955 -0.062660 -6.092853 -0.11 -0.05 -0.07
H -1.694539 -4.592796 0.646344 -0.28 0.20 0.04
H -3.277704 -3.738892 0.528040 0.32 -0.13 0.11
H -3.574708 -6.205781 0.475838 -0.02 -0.01 -0.01
H -4.094642 -5.482449 -1.058437 0.18 -0.04 0.05
H -2.526884 -6.330292 -0.947706 -0.13 0.14 0.02
H 0.071608 1.065039 -4.468908 0.28 -0.08 0.16
H 1.640066 0.269427 -4.112200 -0.25 0.17 0.05
H 1.519832 0.761792 -6.445198 0.02 0.02 -0.08
H 1.424933 -0.993382 -6.314825 -0.12 0.00 0.11
H -0.037906 -0.029356 -6.661803 0.04 -0.15 0.08
```
Positions in Å, forces in eV/Å.

* charge: -2
* multiplicity: 1
* highest occupied orbital energy: -0.0371 hartree
* strongest force on any atom: 0.0970 Eh/bohr
* orbital gap: 0.215 hartree
* calculated total energy: -4367.0171 Ha
* molecular weight: 560.2 g mol⁻¹
* energy relative to the best compared isomer or geometry (same formula, charge and spin): 12.40 kcal per mole

Atomic partial charges in e from the natural (NBO) method, atoms 1 to 2: number 1, O, carries -0.586; number 2, C, carries 0.436

Record 4
C22H18F3N5O6S | the ωB97M-V functional and the def2-TZVPD basis

```
55
Properties=species:S:1:pos:R:3:forces:R:3
C -1.191982 -1.601968 -2.239756 -0.83 -0.13 -0.46
N 0.024505 -0.991270 -1.784759 0.68 -0.54 1.24
C 0.357431 -0.889740 -0.411110 3.84 -2.23 -3.87
H -0.346881 0.385273 -0.033827 0.93 1.16 -1.19
C -0.046023 -2.076249 0.412377 -0.95 -1.14 1.64
C 0.436086 -3.388708 0.090348 0.07 0.47 -0.31
C 0.060576 -4.507006 0.847076 0.21 0.01 -0.24
C -0.806280 -4.372212 1.938280 0.07 0.43 -0.26
C -1.273259 -3.106928 2.265209 0.09 0.30 0.00
C -0.870689 -1.983745 1.531507 -0.05 0.41 -0.16
N 1.757431 -0.652624 -0.431371 -0.97 -0.86 -0.68
C 2.639945 -0.961768 0.664138 0.82 0.02 0.92
C 2.250637 -0.766351 -1.738007 -0.10 -0.11 0.03
C 1.160045 -0.968804 -2.576070 0.12 -0.23 -0.13
C 1.323537 -1.340461 -3.915154 0.23 0.26 -0.36
C 2.630157 -1.470682 -4.419373 -0.75 0.31 0.76
C 3.736295 -1.261430 -3.577139 -0.63 0.24 0.75
C 3.553577 -0.932294 -2.219737 0.34 0.32 -0.38
H -1.294971 -1.442676 -3.323230 -0.04 0.11 0.50
H -1.236478 -2.689727 -2.059681 0.24 0.39 0.10
H -2.010630 -1.113380 -1.721820 -0.38 -0.11 -0.11
H 1.123729 -3.550250 -0.756964 -0.40 0.23 0.39
H 0.450295 -5.512955 0.586444 -0.25 0.90 0.10
H -1.103078 -5.236073 2.524932 0.05 0.10 -0.13
H -1.949672 -2.947478 3.104584 0.22 -0.15 -0.17
H -1.182389 -0.982121 1.832833 -0.07 -0.63 0.15
H 3.639061 -0.552124 0.441870 -0.56 0.04 0.17
H 2.244565 -0.496623 1.564050 0.20 -0.11 0.03
H 2.786628 -2.048336 0.843267 -0.40 0.48 -0.33
H 0.439155 -1.518939 -4.530924 0.46 0.01 0.06
H 2.788084 -1.735020 -5.458595 -0.08 -0.02 0.12
H 4.730967 -1.362911 -3.993569 -0.02 -0.02 0.21
H 4.405718 -0.794825 -1.551310 -0.22 -0.09 -0.33
O 1.837985 2.827688 2.517557 -0.73 -0.96 0.69
S 0.663001 1.974282 2.583676 -0.11 1.15 -1.64
O 0.742478 0.520862 2.597294 0.02 0.54 0.20
C -0.151047 2.415126 4.273287 0.02 0.23 -0.51
F 0.656236 1.965441 5.259199 -0.92 0.50 -0.84
F -0.294549 3.764637 4.365467 0.05 -1.64 0.12
F -1.362223 1.811057 4.352990 1.10 0.66 0.15
C -0.403016 2.430646 1.204274 1.26 -0.75 0.88
C -0.903045 1.300797 0.300871 -4.67 0.73 4.52
C -2.123585 1.935919 -0.327722 -1.84 -1.30 -1.39
N -3.239916 1.279650 -0.802561 1.74 2.21 -0.30
O -3.541906 0.101065 -0.880730 -0.07 -0.31 -0.03
O -4.113511 2.276433 -1.392189 0.71 -1.33 0.57
N -3.630750 3.534278 -1.138564 2.32 -1.33 2.07
C -2.494701 3.310289 -0.391118 -2.26 1.46 -2.26
C -1.790304 4.292501 0.340016 1.45 0.53 0.96
N -2.131338 5.716406 0.405085 -0.39 1.03 0.03
O -2.942371 6.208072 -0.407342 1.31 -1.43 1.11
O -1.600933 6.410122 1.301532 -0.45 -1.29 -1.16
C -0.768655 3.779203 1.169701 -0.32 0.23 -0.97
H -1.414557 0.514804 0.989053 0.19 1.52 -0.38
H -0.219363 4.501107 1.775678 -0.28 -0.28 0.14
```
Positions in Å, forces in eV/Å.

* multiplicity: 1
* highest occupied orbital energy: -0.2691 hartree
* strongest force on any atom: 0.1272 Eh/bohr
* orbital gap: 0.183 hartree
* calculated total energy: -2271.7404 Ha
* molecular weight: 537.5 g mol⁻¹
* energy relative to the best compared isomer or geometry (same formula, charge and spin): 46.15 kcal per mole

Atomic partial charges in e from the natural (NBO) method, atoms 1 to 2: number 1, C, carries -0.438; number 2, N, carries -0.310

- Which of these has the highest calculated total energy?
  C22H18ClN2O3Pt

- Look up the calculated total energy of the fourth one.
  -2271.7404 Ha

- Which value of calculated total energy does entry 2 give?
  -1763.8767 Ha

- Which of these has the highest molecular weight?
  C22H18ClN19O7ScSe